This record from OMol25 describes C21H19CrN11O4S as an isolated structure. The level of theory is wB97M-V/def2-TZVPD.

Properties
<S²>: 6.040
Lowest unoccupied orbital energy (spin up / spin down) in Ha: 0.0073 / -0.0086
Electronic energy in Ha: -3157.70547
Gap between HOMO and LUMO (spin up / spin down) in eV: 5.36 / 7.99
Energy relative to the best compared isomer or geometry (same formula, charge and spin) in kcal/mol: 6.5
Multiplicity: 5

CARTESIAN COORDINATES (ANGSTROEM)
Cr (1.192, 0.107, -0.750)
N (5.346, 0.672, -0.838)
C (4.282, 0.342, -1.564)
N (3.234, 0.280, -0.776)
C (3.718, 0.607, 0.491)
N (5.023, 0.857, 0.471)
C (2.796, 0.631, 1.563)
C (3.109, 0.854, 2.913)
N (2.225, 0.796, 3.874)
C (0.937, 0.491, 3.500)
C (0.581, 0.286, 2.197)
N (1.477, 0.367, 1.194)
H (6.293, 0.815, -1.136)
H (4.298, 0.139, -2.622)
H (4.139, 1.075, 3.177)
H (0.213, 0.410, 4.299)
H (-0.437, 0.054, 1.908)
N (-6.314, 1.934, 2.404)
C (-5.334, 1.385, 1.602)
C (-4.449, 0.431, 2.117)
C (-3.490, -0.141, 1.305)
C (-3.409, 0.231, -0.027)
C (-4.296, 1.154, -0.563)
C (-5.256, 1.725, 0.246)
S (-2.111, -0.413, -1.036)
O (-2.457, -0.231, -2.416)
O (-1.773, -1.736, -0.586)
N (-0.763, 0.474, -0.665)
C (-0.607, 1.780, -0.968)
N (0.735, 2.055, -1.040)
C (1.104, 3.292, -1.339)
C (0.166, 4.283, -1.549)
C (-1.168, 3.917, -1.435)
N (-1.563, 2.682, -1.153)
H (-6.178, 1.886, 3.398)
H (-6.743, 2.784, 2.083)
H (-4.533, 0.143, 3.158)
H (-2.803, -0.888, 1.687)
H (-4.215, 1.402, -1.610)
H (-5.957, 2.444, -0.162)
H (2.168, 3.481, -1.408)
H (0.460, 5.289, -1.804)
H (-1.968, 4.637, -1.571)
C (2.230, -5.358, -0.104)
N (1.724, -4.175, -0.787)
C (1.291, -4.259, -2.073)
C (0.933, -3.180, -2.802)
C (1.035, -1.916, -2.147)
O (0.912, -0.770, -2.675)
N (1.357, -1.869, -0.838)
C (1.758, -2.940, -0.103)
O (2.136, -2.871, 1.050)
H (1.437, -6.092, 0.037)
H (2.602, -5.036, 0.863)
H (3.043, -5.806, -0.677)
H (1.269, -5.258, -2.489)
H (0.601, -3.253, -3.825)


This record from OMol25 describes C26H25ClMgN3O5SeSi as an isolated structure. The level of theory is wB97M-V/def2-TZVPD.

Properties
Net charge: -1
Lowest unoccupied orbital energy in Ha: 0.0413
Electronic energy in Ha: -4897.59710
Gap between HOMO and LUMO in eV: 5.87
Energy relative to the best compared isomer or geometry (same formula, charge and spin) in kcal/mol: 25.6
Multiplicity: 1

CARTESIAN COORDINATES (ANGSTROEM)
Mg (-0.434, -0.738, 0.010)
Cl (2.220, -6.834, 3.016)
C (1.719, -5.252, 2.496)
C (2.109, -4.135, 3.249)
C (1.749, -2.887, 2.845)
C (0.957, -2.664, 1.666)
O (0.668, -1.513, 1.300)
C (0.530, -3.845, 0.957)
C (-0.340, -3.733, -0.166)
O (-0.941, -2.750, -0.564)
C (0.946, -5.118, 1.378)
H (2.688, -4.276, 4.150)
H (2.033, -2.012, 3.413)
H (-0.497, -4.696, -0.714)
H (0.623, -5.990, 0.822)
C (5.019, -0.128, -4.121)
O (3.901, 0.262, -4.874)
C (2.672, 0.200, -4.262)
C (1.588, 0.607, -5.066)
C (0.322, 0.589, -4.553)
C (0.036, 0.164, -3.243)
C (-1.288, 0.131, -2.692)
C (-2.498, 0.590, -3.506)
O (-1.552, -0.264, -1.558)
C (1.135, -0.263, -2.410)
O (1.003, -0.677, -1.236)
C (2.448, -0.216, -2.982)
H (5.884, -0.014, -4.776)
H (4.937, -1.173, -3.804)
H (5.143, 0.507, -3.239)
H (1.787, 0.930, -6.076)
H (-0.477, 0.916, -5.201)
H (-2.266, 0.913, -4.511)
H (-2.972, 1.411, -2.968)
H (-3.209, -0.236, -3.554)
H (3.249, -0.528, -2.328)
Se (-1.380, -0.686, 4.887)
N (-3.113, -0.977, 4.661)
C (-3.336, -1.048, 3.353)
C (-4.579, -1.240, 2.730)
C (-4.589, -1.264, 1.357)
C (-3.388, -1.158, 0.633)
N (-2.214, -0.992, 1.180)
C (-2.162, -0.897, 2.511)
N (-1.041, -0.687, 3.180)
H (-5.473, -1.370, 3.323)
H (-5.516, -1.404, 0.822)
H (-3.374, -1.233, -0.441)
C (0.312, 4.147, 3.469)
Si (0.063, 4.120, 1.570)
C (-1.480, 5.171, 1.130)
C (1.599, 4.908, 0.735)
C (-0.228, 2.399, 1.002)
C (-0.415, 1.250, 0.657)
H (0.443, 5.146, 3.876)
H (1.184, 3.558, 3.739)
H (-0.547, 3.697, 3.959)
H (-1.409, 6.207, 1.453)
H (-2.362, 4.737, 1.592)
H (-1.638, 5.166, 0.055)
H (1.775, 5.936, 1.045)
H (1.485, 4.902, -0.345)
H (2.491, 4.334, 0.970)


This record from OMol25 describes a single C16H15N7O4S molecule. The level of theory is wB97M-V/def2-TZVPD.

Properties
SMILES: C[C@H]1NC(=O)O[C@@H]1c1ccc(-c2ccnc(S(N)(=O)=O)c2-c2nnn[nH]2)cc1
Lowest unoccupied orbital energy in Ha: -0.0305
Electronic energy in Ha: -1701.08110
Gap between HOMO and LUMO in eV: 8.80
Energy relative to the best compared isomer or geometry (same formula, charge and spin) in kcal/mol: 11.0
Multiplicity: 1

CARTESIAN COORDINATES (ANGSTROEM)
O (-0.975, -4.195, -4.378)
O (-2.177, 1.043, 5.665)
O (-1.576, 3.368, 6.100)
N (-3.291, -0.963, 2.650)
N (-2.413, -1.805, 2.203)
N (-2.745, 0.301, 2.831)
N (0.456, 3.207, 3.744)
O (0.468, -3.149, -2.897)
C (-0.321, -3.232, -4.008)
C (-1.495, 0.179, 2.538)
C (1.450, 3.256, 2.875)
C (-0.506, 2.245, 3.720)
C (1.867, -0.273, 0.368)
C (-0.365, 0.298, -0.385)
C (1.554, 2.332, 1.832)
C (2.048, -1.008, -0.818)
C (-0.224, -0.531, -1.542)
C (-0.500, 1.285, 2.658)
C (0.667, 0.422, 0.573)
C (0.560, 1.355, 1.724)
C (1.027, -1.165, -1.763)
N (-1.272, -1.110, 2.139)
N (-0.234, -2.137, -4.829)
N (-3.276, 2.697, 4.410)
C (1.913, -1.252, -5.432)
C (1.282, -1.987, -3.046)
C (0.830, -1.281, -4.332)
S (-1.786, 2.350, 5.072)
H (2.198, 4.045, 2.944)
H (2.692, -0.178, 1.064)
H (-1.318, 0.812, -0.242)
H (2.385, 2.462, 1.107)
H (3.008, -1.484, -0.970)
H (-1.117, -0.635, -2.164)
H (-0.396, -1.400, 1.699)
H (-0.278, -2.385, -5.829)
H (-3.919, 2.879, 5.184)
H (-3.538, 1.865, 3.917)
H (2.211, -2.264, -5.720)
H (2.799, -0.695, -5.103)
H (1.513, -0.760, -6.317)
H (2.355, -2.255, -3.102)
H (0.439, -0.260, -4.141)